Record 1
Entry from the OMol25 dataset: C38H64F6O20Pb as an isolated structure (wB97M-V/def2-TZVPD).

Each line ends with the Mulliken charge.
Positions of all 129 atoms, in Å:
Pb: -2.60397 3.64125 -1.38178  1.398
C: -0.87394 6.26983 -1.84460  0.040
O: -0.52564 4.84292 -1.92266  -0.222
O: -2.22344 6.13679 -1.81176  -0.933
C: -0.20298 6.98391 -0.65301  0.820
F: 0.04428 8.27702 -0.86646  -0.292
F: -0.92666 6.90540 0.50668  -0.286
F: 0.97337 6.35705 -0.37368  -0.261
C: 0.51901 4.38632 -2.80157  -0.444
C: 1.92607 4.15188 -2.14957  0.065
H: 2.02237 3.06681 -2.09721  -0.549
H: 2.77205 4.57380 -2.68372  0.553
H: 1.81058 4.55228 -1.14463  -0.005
H: 0.64569 4.87510 -3.77002  0.396
H: 0.13844 3.40600 -3.09812  0.152
H: -0.51606 6.78807 -2.74558  0.208
C: -1.24271 0.35538 -1.93132  -0.623
O: -1.26065 0.29036 -0.52457  0.630
O: -1.62341 1.59862 -2.30421  -0.816
C: 0.15891 -0.03549 -2.47743  0.219
F: 1.04482 0.60740 -1.66751  0.046
F: 0.46172 -1.34426 -2.45193  -0.206
F: 0.38616 0.34430 -3.75061  -0.116
C: -0.95279 -0.95339 0.07842  0.451
C: -1.38372 -0.80972 1.54160  0.101
H: -0.86397 0.06401 1.93903  0.068
H: -2.46482 -0.70617 1.60306  -0.865
H: -1.15261 -1.62707 2.23065  0.274
H: 0.12997 -1.10723 0.15100  -0.514
H: -1.35337 -1.87373 -0.35581  0.277
H: -1.97057 -0.39559 -2.28330  0.167
C: -3.04165 -1.51171 -6.50874  -0.753
O: -1.65873 -1.27958 -6.41161  -0.231
C: -0.92161 -1.85027 -7.42666  0.696
O: -1.35230 -2.64896 -8.20792  -0.572
O: 0.31220 -1.45796 -7.42326  -0.328
C: 0.78891 -0.41357 -6.58868  -0.340
H: -3.53883 -0.82020 -5.82465  0.258
H: -3.43608 -2.46083 -6.13108  0.308
H: -3.46086 -1.39005 -7.50620  0.338
H: 1.67566 0.10672 -6.95825  0.334
H: 1.13094 -0.85466 -5.65570  -0.019
H: 0.10916 0.42363 -6.44754  0.299
C: 2.61086 -3.56766 -3.19240  -0.438
O: 2.03145 -4.30557 -2.13205  -0.383
C: 2.11054 -3.85407 -0.90255  0.674
O: 2.41084 -2.74221 -0.51702  -0.303
O: 1.87623 -4.84279 -0.04619  -0.449
C: 2.07968 -4.56293 1.32994  -0.215
H: 3.66983 -3.33735 -3.05308  0.329
H: 2.18555 -2.61362 -3.50229  -0.046
H: 2.60142 -4.18547 -4.08841  0.385
H: 1.35679 -3.77364 1.55823  -0.106
H: 3.02869 -4.22813 1.74008  0.285
H: 1.74875 -5.40259 1.93612  0.290
C: 4.58419 -0.66418 3.30510  -0.969
C: 3.45319 -1.72555 3.23337  -0.065
C: 2.33537 -1.04945 2.54817  1.296
O: 2.34604 0.23407 3.19326  -0.332
C: 3.71774 0.61717 3.23535  -0.204
H: 5.17518 -0.70365 2.39242  0.290
H: 5.16763 -0.74407 4.21702  0.352
H: 3.24406 -2.12184 4.22556  0.125
H: 3.87253 -2.52450 2.61876  -0.061
H: 1.34067 -1.48921 2.46626  -0.327
H: 2.63341 -1.08346 1.48684  -0.577
H: 3.92055 1.27869 4.07652  0.487
H: 3.91348 1.11370 2.27874  -0.076
C: 4.28144 0.78279 -0.90487  1.091
C: 4.04682 -0.38788 -1.84163  0.557
C: 4.12277 0.19064 -3.23461  -0.270
O: 5.28143 1.00887 -3.12972  -0.508
C: 5.11071 1.68963 -1.87529  -0.622
H: 4.90607 0.49835 -0.05952  0.100
H: 3.36846 1.28497 -0.59063  -0.896
H: 3.15264 -0.99495 -1.71400  -0.777
H: 4.86704 -1.09802 -1.70630  0.433
H: 3.18204 0.69841 -3.48856  0.052
H: 4.24620 -0.54413 -4.03241  0.398
H: 4.47931 2.57063 -2.03424  0.113
H: 6.01020 2.07153 -1.39721  0.444
O: -7.77489 -3.57369 -0.61198  -0.582
C: -6.61708 -3.56354 -0.33906  0.409
O: -5.95409 -2.41077 -0.04706  -0.359
C: -4.59305 -2.59584 0.31774  0.634
C: -4.31489 -4.14404 0.11596  -0.593
C: -5.69519 -4.73896 -0.12315  -0.375
H: -4.36885 -2.42421 1.36964  -0.137
H: -3.90405 -2.04615 -0.31659  -0.103
H: -3.90337 -4.60362 1.01429  0.254
H: -3.53391 -4.22509 -0.63759  0.335
H: -6.03411 -5.34324 0.71591  0.252
H: -5.77861 -5.36889 -1.00953  0.261
O: -1.18067 2.83816 0.65617  -0.120
C: -0.20043 3.24658 1.22349  -0.211
O: -0.20477 4.33490 2.00112  -0.361
C: 1.09980 4.65891 2.45000  -0.598
C: 1.92861 3.34425 2.27893  -0.668
C: 1.20263 2.67585 1.11947  2.855
H: 1.15822 4.89640 3.50870  0.439
H: 1.49043 5.43836 1.79655  0.162
H: 1.77158 2.81908 3.21828  0.162
H: 2.94418 3.69861 2.12093  0.439
H: 1.07825 1.59581 1.20309  -0.684
H: 1.64421 2.90315 0.15038  -1.371
O: -4.17016 2.23145 0.10185  -0.688
C: -4.42464 1.86153 1.22794  0.463
O: -4.27788 0.63609 1.69206  -0.091
C: -4.83476 0.48403 3.04738  -0.239
C: -5.13525 1.92229 3.51292  -0.800
C: -4.73550 2.81316 2.34637  -0.209
H: -4.05627 0.05416 3.66783  0.202
H: -5.76371 -0.05287 2.88519  0.335
H: -4.54145 2.26171 4.35903  0.311
H: -6.18999 2.13610 3.67685  0.276
H: -3.77941 3.31850 2.51144  0.053
H: -5.44708 3.58312 2.05939  0.447
O: 1.98026 -4.52247 4.78741  -0.612
C: 1.02035 -3.85063 5.07719  0.638
O: -0.18851 -4.38240 4.83948  -0.396
C: -1.27200 -3.44294 5.06495  -0.477
C: -0.52124 -2.13048 5.38397  -0.225
C: 0.85024 -2.56598 5.81803  -0.191
H: -1.76084 -3.77007 5.98230  0.337
H: -1.98401 -3.35301 4.24956  0.249
H: -1.06143 -1.75794 6.25758  0.393
H: -0.45372 -1.39866 4.58196  0.001
H: 0.98158 -2.67491 6.89487  0.449
H: 1.53676 -1.76870 5.53095  -0.065

Its total charge is 0. The calculation puts the HOMO energy at -8.6423 eV. The calculation puts the LUMO energy at -0.122 eV. As for the calculated total energy: -3783.1107 Ha.



Record 2
Entry from the OMol25 dataset: a 11-piece molecular cluster, C38H64O33 overall (wB97M-V/def2-TZVPD).

Each line ends with the Mulliken charge.
Positions of all 135 atoms, in Å:
C: 1.04797 -2.34451 -0.37115  0.511
C: -0.38105 -2.71678 -0.77241  0.969
O: -0.08959 -3.93959 -1.49233  -0.427
C: 1.07188 -4.45842 -1.03809  0.592
O: 1.47309 -5.56750 -1.23335  -0.570
O: 1.68958 -3.58659 -0.24261  -0.431
H: 1.26681 -1.70126 0.48512  0.253
H: 1.48303 -1.66635 -1.11903  -0.513
H: -0.61359 -1.99100 -1.55133  -0.331
H: -1.09484 -2.77747 0.04386  -0.074
C: -3.12110 5.22211 -3.12763  -0.390
C: -2.76842 3.75971 -3.07377  0.550
O: -2.12015 3.58387 -4.33351  -0.128
C: -2.65664 4.49524 -5.21480  0.526
O: -2.50534 4.55462 -6.37672  -0.490
O: -3.38889 5.40249 -4.51329  -0.389
H: -2.33881 5.90109 -2.78318  0.264
H: -4.02684 5.50040 -2.58904  0.320
H: -3.61323 3.09019 -2.91430  -0.036
H: -2.03097 3.48350 -2.32005  -0.164
C: -0.95486 -6.10029 4.38379  -0.193
C: -0.73430 -5.48132 5.77314  -0.405
O: -1.06307 -4.10438 5.55772  -0.237
C: -1.00358 -3.86853 4.23034  0.495
O: -1.10445 -2.79964 3.71929  -0.493
O: -0.68970 -4.98651 3.55310  -0.232
H: -2.00670 -6.39620 4.36388  0.071
H: -0.35078 -6.97667 4.17650  0.381
H: 0.25552 -5.64647 6.20299  0.262
H: -1.38804 -5.93240 6.52040  0.321
C: 4.12219 4.78482 2.90033  -0.169
C: 4.69257 6.09737 2.39744  -0.355
O: 3.97681 6.27799 1.16426  -0.403
C: 3.06294 5.28651 0.96581  0.648
O: 2.45612 5.11952 -0.02896  -0.447
O: 3.00570 4.50665 2.07953  -0.294
H: 3.75330 4.83920 3.92638  0.333
H: 4.83680 3.96070 2.86435  0.089
H: 5.72272 5.89706 2.11533  0.292
H: 4.52193 6.91146 3.09304  0.283
C: 2.47857 4.32371 -4.38851  0.219
C: 3.90920 4.08766 -3.91681  0.531
O: 4.49613 3.74258 -5.18727  -0.376
C: 3.86653 4.43180 -6.16895  0.636
O: 4.29269 4.68235 -7.24102  -0.541
O: 2.62012 4.76255 -5.71701  -0.414
H: 1.94408 5.10289 -3.83298  0.313
H: 1.79351 3.47056 -4.33753  -0.151
H: 3.90924 3.12918 -3.39735  -0.472
H: 4.42151 4.83712 -3.32159  0.250
C: 4.43148 1.08216 1.43539  -0.470
C: 3.42436 0.55575 0.38146  0.738
O: 3.78101 1.42133 -0.72411  0.148
C: 4.78670 2.27528 -0.42600  0.213
O: 5.20531 3.06718 -1.19632  -0.468
O: 5.24360 2.07086 0.83482  -0.439
H: 5.10348 0.31720 1.82610  0.342
H: 3.85525 1.41706 2.30065  0.307
H: 2.37879 0.65827 0.66942  -0.383
H: 3.60387 -0.47973 0.09410  0.108
C: -2.71124 -0.65297 1.56902  -0.345
C: -2.31377 0.70709 2.15232  -0.242
O: -1.91453 1.65003 1.14204  -0.496
C: -0.78624 1.39414 0.50414  1.056
O: 0.01749 0.59267 0.92180  -0.706
O: -0.74111 2.15500 -0.57435  -0.389
C: 0.50927 2.50065 -1.12478  0.101
H: -2.94319 -0.62498 0.50708  -0.080
H: -3.68669 -0.82118 2.03342  0.556
H: -1.96327 -1.37709 1.87380  0.070
H: -1.45557 0.57478 2.81285  0.372
H: -3.11535 1.13369 2.74487  0.026
H: 1.08397 1.58854 -1.28065  -0.202
H: 1.14450 3.20754 -0.58857  0.260
H: 0.38738 3.01898 -2.07621  -0.056
C: -5.03116 1.61574 5.65402  -0.990
C: -4.06818 1.87607 6.82465  -0.294
O: -3.03077 0.90293 6.73431  -0.265
C: -2.90180 0.01077 7.70416  0.739
O: -3.66862 -0.16882 8.60578  -0.572
O: -1.82361 -0.70805 7.44794  -0.299
C: -1.45010 -1.73304 8.34320  -0.685
H: -4.58404 2.10294 4.77961  0.169
H: -6.02762 2.03418 5.78112  0.359
H: -5.10407 0.57892 5.32832  0.327
H: -4.68389 1.74918 7.71396  0.332
H: -3.63346 2.86433 6.72524  0.325
H: -1.05283 -1.26113 9.23930  0.341
H: -0.85156 -2.50447 7.86650  0.191
H: -2.26557 -2.37428 8.70124  0.320
C: -4.61492 -4.12175 1.57475  -0.451
C: -4.03617 -5.38343 0.93610  -0.406
O: -4.69190 -6.50502 1.50343  -0.331
C: -4.00727 -7.56892 1.93669  0.859
O: -2.84112 -7.75109 1.69754  -0.571
O: -4.79179 -8.38286 2.60191  -0.350
C: -4.20692 -9.32292 3.49683  -0.581
H: -5.54463 -3.75933 1.14055  0.315
H: -3.91135 -3.28916 1.52225  -0.164
H: -4.72652 -4.37276 2.62957  0.317
H: -2.95389 -5.34764 1.09173  0.297
H: -4.14982 -5.52238 -0.14161  0.350
H: -5.00708 -9.90477 3.94131  0.236
H: -3.61165 -8.79423 4.23930  0.229
H: -3.59071 -9.99851 2.90037  0.301
C: 7.06855 1.04710 -3.92997  -0.826
C: 6.15565 0.14894 -4.75927  -0.260
O: 5.12363 0.87823 -5.42665  -0.341
C: 3.83090 0.74632 -5.08458  0.644
O: 2.95863 1.14751 -5.80811  -0.468
O: 3.63863 0.14855 -3.92246  -0.400
C: 2.34337 0.31367 -3.32444  0.787
H: 7.92968 0.40324 -3.74147  0.420
H: 6.59199 1.37232 -3.00874  0.030
H: 7.35068 1.92112 -4.51440  0.254
H: 5.71016 -0.60346 -4.09968  0.234
H: 6.60805 -0.51601 -5.49778  0.421
H: 1.55761 0.06127 -4.02762  0.154
H: 2.40170 1.32802 -2.93501  -0.279
H: 2.21426 -0.32961 -2.45663  -0.413
C: -0.25926 0.33209 -6.91338  -1.090
C: -0.96088 -0.69376 -6.00873  -0.149
O: -2.03458 -0.03712 -5.30622  -0.361
C: -1.87922 0.13342 -3.99869  0.664
O: -0.85510 -0.00286 -3.36146  -0.298
O: -3.05722 0.40185 -3.46471  -0.436
C: -3.25161 0.47654 -2.04879  -0.448
H: 0.55350 -0.23459 -7.37411  0.340
H: 0.07759 1.24601 -6.43463  0.188
H: -0.95250 0.59743 -7.71298  0.418
H: -0.23561 -1.12357 -5.32154  0.179
H: -1.44541 -1.43149 -6.64319  0.360
H: -3.84635 1.36087 -1.84223  0.357
H: -2.25887 0.73156 -1.67598  -0.128
H: -3.66607 -0.41942 -1.60089  0.392

Its total charge is 0. The calculation puts the HOMO energy at -10.2216 eV. The calculation puts the LUMO energy at 0.071 eV. The calculation puts the energy above the lowest of the compared OMol25 structures with the same formula, charge and spin at 0.0 kJ/mol. The SMILES is CCOC(=O)OC.CCOC(=O)OC.CCOC(=O)OC.CCOC(=O)OC.CCOC(=O)OC.O=C1OCCO1.O=C1OCCO1.O=C1OCCO1.O=C1OCCO1.O=C1OCCO1.O=C1OCCO1. As for the calculated total energy: -3969.2993 Ha.



Q: What is the LUMO energy in the second record?
A: 0.071 eV



Q: What is the LUMO energy in the first record?
A: -0.122 eV